(1)
{"formula": "C16H19ClRu", "method": "ωB97M-V/def2-TZVPD", "symbols": ["H", "H", "H", "Ru", "C", "H", "C", "H", "C", "C", "H", "Cl", "C", "H", "C", "H", "C", "H", "H", "H", "H", "H", "C", "C", "C", "C", "H", "C", "H", "H", "H", "H", "C", "C", "H", "C", "C"], "coordinates": [[-0.213, 4.413, 0.514], [2.933, 3.241, -1.227], [2.111, -5.003, -1.422], [-0.462, -0.318, 1.160], [0.232, -6.147, 1.077], [-2.247, 0.067, -1.235], [-2.339, 1.057, 0.755], [-0.045, 5.569, -0.857], [-2.474, 0.524, 2.049], [0.765, 3.564, -1.263], [0.907, 4.746, -3.092], [0.797, 1.250, 2.120], [-2.567, -0.882, 1.941], [-2.666, -1.578, 2.758], [1.370, -5.666, 1.755], [1.532, -5.692, 2.827], [0.215, 1.134, -0.300], [1.404, 3.022, -3.284], [-0.344, 3.451, -3.145], [-0.278, -6.182, -1.091], [-2.526, -2.205, 0.154], [-0.636, -6.608, 1.535], [2.179, 3.916, -0.770], [2.261, -5.145, 0.795], [0.679, 3.701, -2.788], [1.674, -5.304, -0.476], [2.434, 4.965, -1.036], [-2.354, -0.014, -0.167], [-2.182, 2.095, 0.514], [3.229, -4.699, 1.000], [-1.291, 4.268, -0.920], [2.243, 3.815, 0.336], [0.420, -5.923, -0.302], [0.442, 2.184, -0.851], [-2.433, 1.085, 2.967], [-2.516, -1.211, 0.566], [-0.255, 4.510, -0.595]], "gap_ev": [7.5, 2.3], "e_lumo_ev": [-0.369, -3.929], "total_energy_ev": -31995.4280, "relative_energy_kj_mol": 238.8, "multiplicity": 5}

(2)
{"formula": "C16H19F3GeN2O4Pd", "method": "ωB97M-V/def2-TZVPD", "symbols": ["C", "C", "C", "Pd", "H", "C", "H", "O", "C", "H", "C", "H", "O", "H", "H", "H", "C", "H", "C", "N", "H", "H", "H", "C", "F", "H", "H", "C", "H", "C", "O", "H", "F", "H", "H", "O", "C", "C", "N", "H", "F", "C", "H", "C", "Ge", "C"], "coordinates": [[-3.658, -3.308, -1.180], [3.204, -0.448, -1.237], [3.614, -1.296, -0.219], [-0.261, 1.469, 0.322], [1.751, 1.065, -1.754], [2.107, 0.359, -1.017], [3.727, -0.409, -2.182], [-0.903, 0.374, 1.820], [1.823, -0.487, 1.117], [0.391, -2.984, -0.334], [2.929, -1.309, 0.980], [1.229, -0.459, 2.019], [-0.463, 4.481, -2.328], [-3.059, -1.040, 1.389], [-4.682, 3.538, 1.919], [3.234, -1.947, 1.796], [-0.565, 3.638, -1.463], [-2.301, -0.469, -0.115], [-3.830, 4.587, 0.238], [1.424, 0.321, 0.134], [-0.427, -2.474, -1.817], [-3.731, -2.504, -1.913], [-3.552, -4.250, -1.718], [-2.162, -4.294, 1.490], [4.595, -3.017, -1.482], [-2.797, 1.865, 1.988], [-2.671, 5.375, -1.425], [-0.453, -3.189, -0.993], [-1.323, -4.108, 2.161], [-2.207, -1.186, 0.713], [0.277, 2.688, -1.204], [-2.095, -5.320, 1.127], [5.900, -1.464, -0.742], [-4.621, 5.322, 0.178], [-0.339, -4.192, -1.404], [-0.989, -0.994, 1.395], [4.808, -2.187, -0.449], [-3.869, 3.597, 1.210], [-1.831, 2.719, 0.401], [-3.086, -4.191, 2.059], [5.095, -2.938, 0.620], [-2.845, 2.669, 1.264], [-4.589, -3.343, -0.614], [-1.776, 3.673, -0.538], [-2.127, -3.027, 0.004], [-2.766, 4.629, -0.649]], "gap_ev": 8.6, "e_lumo_ev": -0.291, "total_energy_ev": -96217.5493, "relative_energy_kj_mol": 0.0}

(3)
{"formula": "C16H19N2O2", "method": "ωB97M-V/def2-TZVPD", "symbols": ["H", "N", "H", "H", "C", "C", "C", "H", "H", "C", "C", "C", "H", "C", "H", "C", "H", "H", "H", "C", "O", "H", "C", "H", "H", "H", "C", "C", "N", "C", "H", "C", "C", "H", "H", "H", "O", "C", "H"], "coordinates": [[4.709, -1.935, 2.208], [1.210, -2.666, 4.726], [0.932, 1.020, 1.060], [-6.085, 0.747, 0.581], [-3.412, 0.905, 1.943], [4.104, 0.071, 1.734], [-3.433, -0.500, 1.718], [0.114, -0.977, 4.437], [-0.050, -2.431, 2.015], [-1.074, 0.899, 2.493], [-4.859, -0.869, 1.443], [-5.604, 0.465, 1.523], [6.822, 1.908, 1.821], [-1.080, -0.524, 2.395], [1.024, -3.673, 4.615], [0.128, -1.408, 2.567], [-2.366, 2.698, 2.385], [5.239, 2.492, 2.434], [-2.171, -2.246, 1.596], [1.454, -0.844, 2.208], [5.399, 0.492, 1.799], [5.503, 2.264, 0.663], [2.998, 0.878, 1.375], [-4.996, -1.316, 0.459], [-5.272, -1.560, 2.179], [-0.186, 1.485, 2.732], [-2.224, -1.173, 1.875], [5.740, 1.885, 1.665], [0.164, -1.934, 4.078], [2.535, -1.733, 2.242], [3.173, 1.893, 1.007], [-2.257, 1.611, 2.261], [3.845, -1.295, 2.054], [-6.347, 0.512, 2.324], [2.111, -2.374, 4.326], [2.418, -2.820, 2.412], [-4.629, 1.524, 1.836], [1.694, 0.394, 1.516], [-0.743, -2.430, 4.187]], "gap_ev": 8.6, "e_lumo_ev": -2.907, "total_energy_ev": -23966.7408, "total_charge": 1, "smiles": "COc1ccc([C@@H]([NH2+]N)c2ccc3c(c2)CCO3)cc1", "relative_energy_kj_mol": 314.5}

(4)
{"formula": "C16H19N3O15P2V", "method": "ωB97M-V/def2-TZVPD", "symbols": ["O", "H", "O", "H", "H", "O", "P", "N", "C", "C", "O", "C", "C", "H", "C", "O", "C", "O", "H", "O", "O", "H", "H", "P", "C", "H", "C", "H", "C", "H", "O", "O", "C", "C", "H", "H", "V", "H", "O", "O", "N", "H", "C", "O", "C", "N", "H", "H", "C", "H", "H", "O", "C", "C", "O", "H"], "coordinates": [[0.923, 2.827, 6.266], [-4.878, 3.008, 0.314], [-0.115, 0.971, -2.363], [5.110, -3.132, -0.324], [4.231, -0.107, -1.762], [3.742, -3.720, -2.938], [2.685, -2.750, -2.290], [-3.514, 2.653, -1.212], [-2.820, 1.784, -0.361], [0.443, 1.399, 2.489], [0.757, 1.799, 0.184], [-0.811, 0.199, 4.681], [4.680, -1.008, -1.349], [1.372, -3.036, 0.126], [-1.045, -0.318, 3.408], [2.957, -0.255, 1.239], [-4.784, 3.217, -0.748], [1.416, -3.346, -1.817], [-1.543, -3.729, -1.798], [4.165, -3.066, -0.131], [1.460, -0.461, -0.839], [-3.056, -3.254, -1.020], [-3.711, 3.644, -2.996], [2.450, -1.208, 0.256], [-2.462, -3.161, -1.930], [-1.585, 2.744, -3.980], [-1.915, 2.489, -2.989], [5.290, -0.725, -0.492], [1.029, 2.065, 1.338], [1.727, 2.893, 1.533], [1.582, -2.378, 0.839], [-0.229, 1.216, 7.103], [-2.168, -1.720, -2.142], [-1.207, 1.608, -2.146], [-3.033, -3.524, -2.781], [1.927, -0.953, -3.223], [-0.238, -0.025, -0.555], [-5.608, 2.756, -1.288], [-0.581, -0.234, 1.098], [-2.644, -0.912, -2.860], [0.258, 1.825, 6.185], [3.389, -4.576, -3.197], [0.031, 1.289, 4.827], [-1.116, -1.323, -1.245], [-3.067, 2.967, -2.450], [-1.645, 1.329, -0.915], [-4.772, 4.292, -0.912], [-1.690, -1.166, 3.243], [3.619, -2.000, -0.894], [-1.274, -0.234, 5.557], [5.315, -1.449, -2.118], [-3.201, 1.478, 0.738], [0.670, 1.909, 3.767], [-0.399, 0.297, 2.355], [2.569, -1.646, -3.415], [1.313, 2.761, 3.935]], "gap_ev": 7.1, "e_lumo_ev": -5.396, "total_energy_ev": -96347.5856, "total_charge": 1}

(5)
{"formula": "C16H19N3OTi", "method": "ωB97M-V/def2-TZVPD", "symbols": ["H", "H", "C", "H", "H", "H", "C", "H", "H", "C", "H", "H", "Ti", "C", "H", "C", "C", "H", "H", "C", "C", "H", "N", "C", "H", "C", "N", "H", "C", "C", "O", "H", "H", "C", "H", "N", "C", "C", "C", "H"], "coordinates": [[1.398, -3.046, -5.249], [-0.814, -2.906, -4.164], [-2.415, 0.010, 0.116], [-2.550, 1.023, -1.797], [2.421, -1.616, -5.016], [-1.114, 2.930, -1.107], [2.037, -1.557, 1.015], [2.252, -0.720, -2.345], [2.348, -2.434, 0.422], [2.271, 1.728, -0.606], [2.688, -3.071, -4.037], [-1.828, -1.634, -1.987], [-0.106, 0.136, -0.085], [4.523, 1.043, -0.202], [0.225, -2.281, 1.289], [4.022, -0.108, 0.387], [-0.746, 2.142, 0.886], [-0.730, 1.209, 2.838], [5.587, 1.203, -0.278], [3.624, 1.986, -0.692], [-0.324, -2.263, -3.460], [4.685, -0.849, 0.801], [0.182, -0.882, -1.786], [1.929, -2.447, -4.512], [1.538, 2.436, -0.992], [1.268, -1.123, -2.520], [1.779, 0.595, -0.070], [2.380, -1.694, 2.052], [-1.880, 0.053, 1.409], [-1.254, 2.090, -0.427], [0.609, -1.437, 0.990], [3.974, 2.904, -1.138], [-3.156, -0.743, -0.134], [-1.043, 1.120, 1.801], [-0.208, 3.024, 1.228], [0.997, -1.952, -3.533], [-2.073, 1.010, -0.818], [2.648, -0.303, 0.433], [-0.824, -1.606, -2.373], [-2.205, -0.671, 2.152]], "gap_ev": [7.0, 8.9], "e_lumo_ev": [-6.777, -6.847], "total_energy_ev": -46519.8329, "total_charge": 2, "multiplicity": 3}

(6)
{"formula": "C16H19N6O9SZr", "method": "ωB97M-V/def2-TZVPD", "symbols": ["H", "N", "H", "C", "C", "N", "H", "C", "O", "C", "C", "H", "Zr", "H", "N", "N", "C", "C", "C", "N", "O", "C", "C", "H", "O", "C", "H", "C", "O", "O", "H", "H", "H", "C", "C", "C", "H", "S", "H", "H", "O", "O", "H", "N", "H", "H", "H", "O", "H", "C", "H", "O"], "coordinates": [[2.744, 9.448, 0.989], [-2.519, 2.899, 0.387], [-0.340, -3.124, 1.927], [0.697, 8.221, -1.215], [-1.197, -2.705, -0.886], [0.879, -2.276, 0.406], [0.186, -4.181, -0.210], [0.685, 3.061, -1.014], [2.463, 0.392, 0.265], [-2.528, 2.176, -0.724], [2.210, -0.581, -0.439], [1.206, -2.454, 2.521], [0.043, 0.345, -0.073], [2.708, -2.712, -0.595], [0.565, 2.430, 0.176], [0.861, 6.909, -1.043], [1.170, 4.329, -1.126], [2.396, 7.340, 0.718], [1.536, 5.011, 0.042], [-3.419, 2.434, -1.672], [-0.474, 7.618, -3.390], [1.552, 4.313, 1.245], [-0.231, -0.957, 1.859], [0.341, 2.533, -1.899], [-1.313, -0.726, 1.238], [2.304, -1.996, 0.116], [-1.993, -1.031, -1.619], [0.398, -2.334, 1.805], [1.365, -0.410, -1.439], [0.542, 0.043, 2.012], [0.796, -3.119, -1.486], [-4.055, 3.214, -1.616], [-1.854, -2.755, -0.017], [1.666, 6.492, -0.086], [0.206, -3.148, -0.573], [1.028, 3.038, 1.282], [-3.369, 1.926, -2.538], [-0.584, 8.679, -2.402], [1.856, 4.788, 2.168], [2.899, -1.998, 1.025], [-1.121, -1.335, -1.341], [-1.762, 8.588, -1.553], [0.956, 2.482, 2.206], [1.363, 9.135, -0.491], [-1.813, 2.773, 1.089], [-1.611, -3.322, -1.682], [-3.137, 3.687, 0.498], [-1.700, 1.209, -0.931], [1.170, 4.854, -2.072], [2.202, 8.692, 0.429], [3.074, 7.008, 1.492], [-0.229, 9.997, -2.855]], "gap_ev": 4.7, "e_lumo_ev": -4.526, "total_energy_ev": -56380.5474, "total_charge": 1, "relative_energy_kj_mol": 273.4}

| no. | maximum force (eV Å⁻¹) |
| --- | --- |
| 1 | 3.65 |
| 2 | 0.16 |
| 3 | 3.20 |
| 4 | 1.06 |
| 5 | 3.14 |
| 6 | 1.23 |